This record from OMol25 describes a single C3H5N3O molecule in a non-equilibrium geometry. The level of theory is wB97M-V/def2-TZVPD.

As for the HOMO-LUMO gap: 9.751 eV. The value obtained for the energy above the lowest of the compared OMol25 structures with the same formula, charge and spin is 54.8 kcal/mol. For the molecular weight, the calculation gives 99.09 g mol⁻¹. The SMILES is [H]/N=C\NC(=O)/C=N/[H]. For the lowest unoccupied orbital energy, the calculation gives -0.00395 Eh. The HOMO energy is -9.858 eV.

Positions of all 12 atoms, in Å:
H -2.3806 -0.9780 1.2294
N -2.6944 -0.7390 0.2961
C -1.8732 -0.1604 -0.4314
N -0.3476 -0.3528 -0.5681
C 0.2769 0.0360 0.5503
O -0.4015 0.3374 1.5314
C 1.7103 0.4498 0.3878
N 2.2526 0.3187 -0.7432
H 3.2659 0.4186 -0.7435
H -2.1964 0.1874 -1.4086
H 0.1864 -0.2541 -1.4250
H 2.2017 0.7366 1.3248

These are the natural (NBO) partial charges, in e, on atoms 1 to 2: 0.373, -0.594